Version i
Formula: CH5NO
Source: OMol25
Level of theory: the ωB97M-V functional and the def2-TZVPD basis

Properties
E_LUMO ... 0.0403 Eh
SMILES string ... NCO
Net charge ... 0
HOMO ... -8.97 eV

XYZ file:
```
8
Properties=species:S:1:pos:R:3:lowdin_charge:R:1
O 0.13680 -1.21526 0.13637 -0.063
H -0.74118 -1.43237 0.41742 0.059
C 0.05332 0.06614 -0.52290 -0.363
N -0.14057 1.12745 0.37140 0.016
H 1.01595 0.12212 -1.04525 0.116
H -0.69936 -0.00094 -1.32123 0.105
H 0.27695 2.01797 0.20279 0.065
H -0.50587 1.05692 1.29366 0.066
```

***

Version ii
Formula: CH5NO
Source: OMol25
Level of theory: the ωB97M-V functional and the def2-TZVPD basis

Properties
E_LUMO ... -0.0172 Eh
SMILES string ... N=O.C
Net charge ... 0
HOMO ... -9.83 eV

XYZ file:
```
8
Properties=species:S:1:pos:R:3:lowdin_charge:R:1
C -1.11147 -0.03714 1.03156 -0.047
H 2.56554 -0.25078 -2.35949 0.079
H -1.34551 -0.92904 1.60424 0.010
H -0.46529 -0.20824 0.20456 -0.030
H -0.75706 0.77558 1.66601 0.019
H -2.15921 0.21693 0.72821 0.031
N 1.97388 -0.28651 -1.44091 0.018
O 1.29913 0.71922 -1.43419 -0.080
```

***

The most stable of them is version i.

***

Version i
Formula: C5H10FNO
Source: OMol25
Level of theory: the ωB97M-V functional and the def2-TZVPD basis

Properties
E_LUMO (spin up / spin down) ... 0.0219 / 0.0218 Eh
Net charge ... 0
HOMO (spin up / spin down) ... -8.17 / -8.17 eV

XYZ file:
```
18
Properties=species:S:1:pos:R:3:lowdin_charge:R:1
C 1.90128 0.90194 0.41352 -0.362
C 1.63680 -1.53200 -0.52389 -0.125
C -2.22029 1.25016 -0.26938 -0.107
C 1.19116 -0.05164 -0.32592 -0.201
C -0.67914 -0.34128 0.86902 -0.192
N -1.79535 -0.02430 0.19463 -0.057
O 1.74601 2.12302 0.28492 -0.019
F -0.53758 -1.66471 1.15731 0.027
H 2.46416 0.41129 1.24060 0.128
H 0.79548 -2.14139 -1.06512 0.106
H 1.83616 -1.96354 0.44613 0.048
H 2.60572 -1.65133 -1.00420 0.060
H -2.43679 1.89239 0.62013 0.100
H -1.58523 1.74948 -1.13838 0.129
H -3.19362 1.15925 -0.74937 0.074
H 0.80856 0.26147 -1.35416 0.123
H -0.48482 0.31046 1.70907 0.138
H -2.05251 -0.68925 -0.50491 0.131
```

***

Version ii
Formula: C5H10FNO
Source: OMol25
Level of theory: the ωB97M-V functional and the def2-TZVPD basis

Properties
E_LUMO ... 0.0368 Eh
SMILES string ... CC(=O)[C@@H](C)[C@@H](N)F
Net charge ... 0
HOMO ... -9.49 eV

XYZ file:
```
18
Properties=species:S:1:pos:R:3:lowdin_charge:R:1
C -0.53831 0.87095 0.62123 -0.433
C -2.05469 1.01507 0.90033 -0.008
C 1.10382 0.81060 -1.45273 -0.071
C -0.01109 0.16791 -0.65206 -0.222
C 0.42802 -1.49874 -0.10169 -0.320
N 1.64779 -1.44355 0.69537 0.086
O 0.29642 1.36613 1.32434 0.080
F -0.60716 -1.94364 0.64361 -0.004
H -2.36102 0.06867 1.34751 0.079
H -2.33960 1.78089 1.59512 0.062
H -2.56287 1.34357 -0.07372 0.105
H 1.03150 0.45271 -2.53511 0.103
H 0.89940 1.88467 -1.43319 0.082
H 1.94123 0.40809 -0.88137 0.066
H -0.94667 -0.08306 -1.28221 0.137
H 0.49785 -2.09500 -1.00758 0.130
H 1.69735 -0.70339 1.30861 0.033
H 1.87805 -2.40187 0.98352 0.094
```

***

The most stable of them is version ii.

***

Version i
Formula: C3H3Br2F
Source: OMol25
Level of theory: the ωB97M-V functional and the def2-TZVPD basis

Properties
E_LUMO ... -0.0507 Eh
Net charge ... 0
HOMO ... -8.99 eV

XYZ file:
```
9
Properties=species:S:1:pos:R:3:lowdin_charge:R:1
C 1.06206 -0.31169 -0.66441 -0.001
C 1.12976 -0.01992 0.63000 -0.243
C -2.40007 0.53413 -0.70181 -1.159
F 2.36423 -0.00929 1.20549 -0.029
Br -2.38560 -1.19260 -0.16829 0.649
Br -2.09157 1.91739 0.46050 0.615
H 0.07192 -0.32818 -1.05511 -0.029
H 1.95328 -0.90333 -1.05070 0.102
H 0.29600 0.31347 1.34433 0.095
```

***

Version ii
Formula: C3H3Br2F
Source: OMol25
Level of theory: the ωB97M-V functional and the def2-TZVPD basis

Properties
E_LUMO (spin up / spin down) ... 0.0080 / -0.0435 Eh
Net charge ... 0
HOMO (spin up / spin down) ... -8.99 / -7.94 eV

XYZ file:
```
9
Properties=species:S:1:pos:R:3:lowdin_charge:R:1
C 0.11992 -0.25910 0.61631 -0.137
C 0.29716 -0.99186 -0.37524 0.075
C 2.93932 0.13966 -0.81162 -1.145
F 3.45964 0.21191 -2.01062 -0.070
Br 2.78548 1.80267 0.14348 0.666
Br 3.87336 -1.13357 0.34104 0.584
H -0.60174 -0.39791 1.40305 0.062
H 1.04614 0.31709 0.87682 -0.035
H 0.54332 -1.52646 -1.17911 0.000
```

***

The most stable of them is version i.

***

Version i
Formula: C5H8N2S
Source: OMol25
Level of theory: the ωB97M-V functional and the def2-TZVPD basis

Properties
E_LUMO ... 0.0258 Eh
Net charge ... 0
HOMO ... -8.59 eV

XYZ file:
```
16
Properties=species:S:1:pos:R:3:lowdin_charge:R:1
C -0.68086 -0.37457 0.10347 -0.393
C 0.57324 -1.12019 0.23366 -0.219
C 1.61796 0.02018 0.55990 -0.657
C 0.91971 1.30560 -0.00347 -0.107
C -0.33935 1.04287 -0.28140 -0.058
H -3.86911 -0.81317 -0.19107 0.022
H -3.33134 0.66028 -0.01470 0.096
H 0.61080 -1.40949 -1.09209 0.196
H 0.49763 -2.22155 0.74758 0.166
H 1.92893 0.19166 1.54665 0.080
H 3.80025 0.50444 -0.12257 -0.095
H 1.60628 2.22624 0.08920 0.134
H -1.26631 1.68486 -0.61789 0.137
N -3.12213 -0.27729 -0.50244 -0.003
N -1.89873 -0.84898 0.03931 -0.018
S 2.95302 -0.57089 -0.49413 0.719
```

***

Version ii
Formula: C5H8N2S
Source: OMol25
Level of theory: the ωB97M-V functional and the def2-TZVPD basis

Properties
E_LUMO ... 0.0184 Eh
SMILES string ... S=C1NNC[C@H]2C[C@H]12
Net charge ... 0
HOMO ... -8.30 eV

XYZ file:
```
16
Properties=species:S:1:pos:R:3:lowdin_charge:R:1
C 0.86906 1.00905 0.80418 -0.904
C -1.24034 -0.95966 -0.16663 -0.184
C 0.11754 -0.72895 -0.69240 -0.208
C 0.76653 0.23449 -1.77461 -0.035
C 0.40728 0.75561 -0.48948 -0.367
H -0.02167 0.70303 2.67494 0.183
H -1.03682 -1.26736 1.76606 0.059
H -1.61607 -2.00172 -0.29935 0.119
H -1.90981 -0.09345 -0.67763 0.152
H 0.91113 -1.25565 -0.15007 0.142
H 0.47423 0.73740 -2.74687 0.126
H 1.84555 -0.11670 -1.93501 0.126
H -0.55866 1.22483 -0.67119 0.146
N 0.15469 0.27509 1.65516 -0.025
N -1.27017 -0.43238 1.28811 0.039
S 2.10753 1.91636 1.41478 0.631
```

***

Version iii
Formula: C5H8N2S
Source: OMol25
Level of theory: the ωB97M-V functional and the def2-TZVPD basis

Properties
E_LUMO ... 0.0277 Eh
SMILES string ... C1=NNC[C@@]12CCS2
Net charge ... 0
HOMO ... -8.53 eV

XYZ file:
```
16
Properties=species:S:1:pos:R:3:lowdin_charge:R:1
C -1.59828 1.65553 0.29676 -0.436
C -1.38249 0.18051 0.63244 -0.229
C 0.11099 -0.04572 0.03711 -0.687
C 0.31244 -1.08444 -0.98200 -0.177
C 1.16832 -0.35872 1.05106 -0.146
H -2.38937 2.20821 -0.28606 0.065
H -1.52343 2.49987 1.05868 0.077
H -2.21167 -0.53479 0.19329 0.133
H -1.56206 0.37270 1.91497 0.177
H 1.10858 -1.07126 -1.63704 0.090
H -0.65548 -1.42577 -1.41703 0.130
H 1.10097 -3.20843 -0.20552 0.199
H 1.47092 0.36105 1.86738 0.134
N 0.64196 -2.18058 0.04270 -0.091
N 1.38111 -1.60102 0.93222 -0.049
S -0.07287 1.57416 -0.90784 0.810
```

***

The most stable of them is version i.

***

Version i
Formula: C2H4P2
Source: OMol25
Level of theory: the ωB97M-V functional and the def2-TZVPD basis

Properties
E_LUMO ... 0.0084 Eh
Net charge ... 0
HOMO ... -8.21 eV

XYZ file:
```
8
Properties=species:S:1:pos:R:3:lowdin_charge:R:1
C -1.27625 -1.28514 0.40592 -0.707
C -0.51199 0.45151 -1.01530 -0.679
P -2.00617 0.33043 0.10290 0.731
P 0.12032 -1.24845 -0.55133 0.784
H -1.64156 -2.18304 0.87132 -0.023
H -0.61143 0.57455 -2.09957 0.022
H 0.04212 1.32857 -0.70962 0.008
H -1.85472 0.82368 1.31038 -0.136
```

***

Version ii
Formula: C2H4P2
Source: OMol25
Level of theory: the ωB97M-V functional and the def2-TZVPD basis

Properties
E_LUMO ... -0.0231 Eh
SMILES string ... C=P#P=C
Net charge ... 0
HOMO ... -8.72 eV

XYZ file:
```
8
Properties=species:S:1:pos:R:3:lowdin_charge:R:1
C -0.89014 1.87604 -0.42104 -0.520
C 0.93919 -1.89668 0.45246 -0.424
P -0.80699 0.60726 0.69552 0.527
P 0.67169 -0.39004 -0.53615 0.517
H -1.52124 2.68884 -0.24868 -0.061
H -0.26718 1.86791 -1.41775 -0.002
H 1.37735 -2.79323 -0.05016 -0.031
H 0.49734 -1.96010 1.52579 -0.007
```

***

Version iii
Formula: C2H4P2
Source: OMol25
Level of theory: the ωB97M-V functional and the def2-TZVPD basis

Properties
E_LUMO ... -0.0384 Eh
SMILES string ... C=P1=PC1
Net charge ... 0
HOMO ... -7.70 eV

XYZ file:
```
8
Properties=species:S:1:pos:R:3:lowdin_charge:R:1
C -1.32763 0.98069 0.26651 -0.283
C 0.85741 -0.91234 -0.16797 -0.809
P 0.37783 0.91526 0.29390 0.650
P 2.46867 -0.06447 0.20077 0.538
H -1.60827 0.11757 -0.13514 -0.077
H -1.91043 1.82716 0.34723 -0.036
H 0.48812 -1.75736 0.42647 0.014
H 0.65430 -1.10651 -1.23177 0.003
```

***

The most stable of them is version i.